(1)
This record from OMol25 describes a 2-piece molecular cluster, C2H7NOS overall. The level of theory is ωB97M-V/def2-TZVPD.

Each line ends with the Löwdin charge.
Geometry (Å):
H1 1.84471 2.96201 0.01242  0.019
H2 -1.11435 4.00899 -1.00421  -0.170
H3 -0.56712 -1.96058 0.53126  0.094
H4 0.29844 2.16467 0.20379  0.016
C1 -0.75192 -3.90296 0.14205  -0.417
H5 0.57855 3.71632 1.01833  0.020
H6 0.88519 -2.65593 -0.12402  0.083
C2 0.78475 3.13122 0.13135  -0.496
N1 -0.11284 -2.68514 0.00036  0.095
H7 -0.06892 -4.76800 0.26190  0.123
S1 0.17466 4.01337 -1.33240  0.611
O1 -1.95114 -4.02397 0.15915  0.022

Cartesian forces (eV/Å) of the 6 atoms listed first:
0.2 0.1 0.0
-0.2 0.0 0.1
0.1 0.4 -0.4
0.0 -0.1 0.1
0.3 0.0 -0.2
0.2 0.0 0.2

## Properties
**Kohn-Sham gap**: 9.70 eV
**LUMO**: 0.546 eV
**Energy above the lowest of the compared OMol25 structures with the same formula, charge and spin**: 0.656 eV
**SMILES string**: NC=O.CS

(2)
This record from OMol25 describes a 12-piece molecular cluster, C75H171N9O12 overall at a distorted geometry. The level of theory is ωB97M-V/def2-TZVPD.

Each line ends with the Löwdin charge.
Geometry (Å):
H1 -1.68804 4.87221 -0.57686  0.043
H2 1.59226 -2.32811 -0.74507  0.075
H3 -7.66928 -0.39477 0.11413  0.094
H4 -6.45789 1.93255 -6.36811  0.093
H5 4.61931 1.20299 -1.05329  0.092
H6 4.94216 6.11929 -0.78647  0.071
H7 -3.41992 3.77392 -4.82015  0.114
H8 1.11099 -0.10150 -1.57955  0.100
H9 -2.42813 -8.00369 4.19763  0.103
O1 6.96115 4.83955 -1.55039  -0.049
H10 0.49176 5.93308 -0.27793  0.124
H11 -0.50326 -7.23235 -3.25586  0.086
C1 -5.62438 4.29543 -2.97988  -0.026
H12 2.28822 -1.38377 -2.78120  0.033
H13 6.74351 -3.48000 1.41578  0.090
H14 3.78282 -3.17985 6.07412  0.067
H15 -6.61382 3.21257 -5.27728  0.065
C2 -2.92165 -1.46998 0.53536  -0.081
H16 3.46442 0.92681 -2.27396  0.080
C3 1.23914 2.09102 -4.64629  -0.049
H17 5.04715 2.25683 -3.93516  0.123
H18 -3.34216 1.24236 -5.73726  0.142
H19 2.76713 -0.46030 0.78622  0.095
H20 1.67577 -3.15061 7.55574  0.085
C4 3.73592 -0.85005 1.02914  -0.156
C5 -0.06100 -5.17719 -3.24874  -0.442
C6 -1.52697 5.76486 -1.13983  -0.037
H21 0.90721 -4.80218 2.24548  0.107
C7 -3.77246 3.69626 3.15271  -0.467
C8 4.80227 3.99521 -1.20169  -0.489
C9 1.42758 -3.41678 6.53137  -0.054
H22 1.28435 -9.15432 2.61533  0.082
H23 2.19773 4.17891 -6.30816  0.082
C10 5.75992 -3.37022 0.91314  -0.011
H24 4.13110 5.78987 -2.30314  0.090
H25 7.23255 -2.50631 3.07894  0.095
C11 -3.58795 -1.65142 1.96919  -0.137
H26 6.88108 0.60063 1.43107  0.063
C12 -1.20080 -4.56574 4.00769  -0.008
H27 3.53802 -5.95711 -1.76078  0.101
H28 0.35959 1.58409 -4.23933  0.073
H29 7.91958 2.84175 -0.73926  0.089
C13 0.41140 -5.35355 1.42704  -0.210
C14 -5.18170 1.57080 -4.60053  -0.516
H30 3.49990 -4.19863 -1.41997  0.066
H31 -2.94015 0.00142 -1.77522  0.074
C15 0.58723 -6.80620 1.56655  -0.158
N1 -5.52925 1.76687 -3.21062  -0.136
H32 0.00091 2.80557 -7.59983  0.098
C16 -5.17295 2.78294 -1.00830  -0.022
C17 4.01285 -2.03830 -3.69230  -0.383
C18 -4.94764 2.94691 -2.53770  -0.438
C19 -5.62202 0.14935 -4.86935  -0.053
C20 -0.89538 -6.34156 -2.75353  -0.046
H33 -7.22833 2.48136 -3.54085  0.084
H34 0.06438 7.69942 -2.72722  0.077
H35 -5.45709 2.34481 2.40070  0.052
H36 -5.78398 -3.28434 1.32265  0.041
H37 -3.15776 -3.63941 -1.35306  0.080
H38 -0.74688 1.34542 1.49640  0.038
H39 -3.59449 -5.69477 3.81657  0.085
O2 -4.03887 3.98012 5.45217  -0.034
O3 3.11698 -1.71916 -2.47335  -0.109
H40 7.07375 3.62873 -4.29895  0.087
H41 2.89480 3.00255 -1.07294  0.102
H42 3.67482 -0.11705 3.07710  0.116
H43 -0.26393 0.27877 3.24366  0.070
H44 0.66920 -2.76577 0.73723  0.072
O4 0.15630 -1.25985 4.62323  -0.195
H45 -5.03204 -0.59045 -4.31477  0.068
H46 4.32997 -0.77249 0.15340  0.088
O5 1.63268 -5.18321 -1.55319  -0.223
C21 0.34412 0.08076 -0.85016  -0.207
H47 6.16438 -1.99883 -3.85234  0.094
H48 5.25755 -4.63993 3.31274  0.100
H49 0.85963 -5.04519 0.52045  0.066
C22 5.38618 -1.99956 -3.04976  -0.060
H50 -3.72594 7.65149 5.43298  0.077
C23 -2.97863 2.38101 3.40329  -0.022
H51 -5.34570 -0.16080 -5.88766  0.089
H52 -2.44504 -0.51173 0.45972  0.092
H53 -7.22027 -2.27471 1.84757  0.092
C24 4.78320 -2.91602 2.02582  -0.509
H54 4.42253 4.28814 0.92843  0.091
H55 3.31736 5.49899 -0.70919  0.083
C25 -1.06286 -5.06532 1.51831  -0.118
H56 2.76617 -2.44374 2.13964  0.116
H57 -0.82864 -6.40036 -1.65345  0.070
C26 4.26173 5.44256 -1.27794  -0.042
H58 3.71587 -0.02095 -4.52686  0.053
H59 -5.18210 3.12349 -6.12936  0.074
H60 5.52259 0.06525 4.74818  0.091
C27 6.71917 -0.43574 1.57413  -0.033
C28 7.22931 2.10673 -1.16794  -0.014
N2 -5.02727 -0.82430 -0.40340  -0.080
H61 -5.26991 4.66078 -3.93533  0.066
C29 0.64784 -2.18557 -0.17968  -0.089
H62 5.79317 -2.83635 -0.02900  0.056
H63 3.34905 -2.98295 0.57187  0.090
H64 -3.52016 -6.32422 2.14742  0.085
H65 0.01309 -9.24126 3.88496  0.086
H66 -3.49072 3.84829 1.06687  0.094
H67 -5.97499 6.68968 5.14041  0.070
N3 0.29107 2.43064 -1.50927  0.065
H68 1.86190 -4.38597 6.40781  0.063
H69 -6.00284 3.87517 2.67095  0.066
H70 2.13515 1.47419 -4.37336  0.067
H71 3.70201 -3.84976 3.63821  0.059
C30 1.29035 2.19411 -6.17689  -0.489
H72 -6.72203 4.33955 -2.88477  0.086
C31 0.00099 6.10893 -1.23523  -0.454
H73 -2.40318 6.56459 5.55853  0.094
C32 1.42005 -5.26107 -2.96544  -0.204
C33 3.01620 -5.15931 -1.18463  -0.085
H74 2.09758 -0.42434 4.85285  0.100
C34 -5.87913 2.49149 -5.61059  -0.014
H75 -0.23047 8.27437 -1.06485  0.083
H76 1.35958 7.75170 -1.47831  0.057
O6 0.46854 -0.83979 0.19225  -0.193
C35 0.95200 -6.90926 4.10561  -0.018
H77 -1.93359 -6.16269 -3.06193  0.079
H78 -2.98018 2.22627 -2.25884  0.091
H79 -2.00196 2.91092 -4.35961  0.098
C36 3.76540 -1.06471 -4.85714  -0.035
C37 1.39220 -1.09906 5.31545  -0.180
H80 -2.20635 4.60903 2.02412  0.118
H81 -1.72146 1.84111 0.19244  0.071
H82 3.38067 2.86409 -6.28123  0.060
C38 0.35777 1.47657 -0.36253  -0.383
O7 -5.88215 -0.98924 -1.52568  -0.030
H83 1.17685 -0.71323 2.91032  0.064
H84 -0.02282 -7.18260 0.75138  0.128
C39 3.71490 3.05756 -1.79482  -0.128
H85 -1.85683 5.68289 -2.19255  0.083
H86 -1.55936 -5.58270 0.69241  0.120
H87 0.47665 -7.31553 4.98119  0.072
C40 4.23701 1.63942 -1.98885  -0.169
C41 4.27347 -0.06976 2.15132  -0.124
H88 -4.83697 1.78880 -0.73971  0.062
O8 6.42940 -2.57752 3.64739  -0.034
H89 -5.28147 5.09629 -2.30418  0.086
C42 -4.06525 -3.12164 -1.01709  -0.016
H90 -6.21819 5.15295 4.48632  0.060
H91 8.42674 3.50669 -3.22432  0.103
C43 0.33376 7.54937 -1.69170  -0.049
H92 1.38805 3.07071 -4.19638  0.071
H93 -1.25486 -3.99419 1.35090  0.102
N4 -3.51483 4.59277 4.26884  -0.093
H94 -6.02894 -0.11138 -1.92038  0.075
H95 -2.81835 -1.39620 2.73263  0.111
H96 -4.42692 -3.69717 -0.11081  0.082
H97 1.85987 -6.16574 -3.42091  0.136
H98 -0.41729 -9.32843 2.14202  0.078
C44 -3.08214 2.89552 -4.25730  -0.185
H99 -6.69588 -0.05363 -4.72786  0.098
H100 -2.19425 -2.30809 0.44812  0.095
H101 1.55423 1.22485 -6.57932  0.117
C45 -3.90726 5.87194 1.74805  -0.176
H102 0.55609 -4.35587 -5.02387  0.044
C46 4.38153 -4.14326 2.84034  -0.019
H103 -6.10686 6.42676 3.37011  0.086
H104 -3.92520 6.18160 6.36299  0.077
C47 -3.29302 4.49353 1.94081  -0.139
C48 -4.74660 -0.71926 1.95971  -0.154
H105 -3.62438 -4.61809 2.45409  0.065
H106 2.02891 -3.03296 4.54322  0.112
H107 -2.02312 6.61914 -0.67540  0.062
C49 -3.84851 -1.64063 -0.70125  -0.516
N5 -1.31706 -6.99718 3.04646  -0.053
C50 0.11364 -7.34812 2.86311  -0.517
H108 -2.14718 -1.46650 -1.98963  0.063
C51 5.63559 -0.61272 2.62543  -0.527
N6 -0.10634 -5.05463 -4.73569  0.019
H109 -3.61327 -1.39444 -2.79335  0.077
H110 1.91837 -7.45838 4.07522  0.093
H111 -3.36639 1.81675 4.21618  0.072
C52 6.54213 2.71339 -2.40887  -0.516
H112 3.78788 -3.08412 -3.92750  0.112
H113 -4.17397 7.55725 2.94686  0.117
C53 -5.72137 -1.05693 0.84512  -0.501
H114 2.79383 -1.28579 -5.32277  0.084
H115 -4.99190 5.79391 1.66747  0.103
H116 3.92152 -4.89042 2.19283  0.074
O9 0.05581 2.66557 -6.64304  -0.051
C54 -3.61902 6.64031 2.99825  -0.168
H117 6.57493 -0.89642 0.59504  0.068
C55 -6.87498 -0.06501 0.78900  -0.040
C56 -3.49839 6.60566 5.46390  -0.046
O10 -6.89046 1.76294 -2.97707  -0.015
H118 -0.42895 -1.42150 2.71478  0.067
C57 -3.14286 -1.06674 -1.87651  -0.051
H119 -3.19677 3.94116 5.93197  0.115
N7 5.34369 -1.95521 2.99687  -0.100
H120 1.61337 -7.12938 1.49980  0.125
H121 2.50532 3.19433 -7.80713  0.094
N8 3.39616 -2.23909 6.06140  0.035
C58 -5.25212 3.18576 3.04823  -0.021
C59 0.16364 -0.71436 3.27692  -0.058
H122 7.69994 -0.90006 1.81828  0.097
H123 -1.42533 -5.03520 4.95833  0.085
O11 -1.72072 -7.38073 4.38659  -0.047
H124 1.98800 -4.42129 -3.41523  0.108
C60 5.08250 3.69475 0.28214  -0.022
H125 -3.05133 1.68722 2.57820  0.057
C61 -3.39200 3.05479 -2.81465  -0.132
C62 6.16703 0.18243 3.84482  -0.023
C63 7.48483 2.96863 -3.53339  -0.063
C64 -3.63049 1.53603 -4.68964  -0.099
H126 -6.95983 -2.84555 0.21903  0.084
H127 -3.88120 -2.68086 2.13654  0.069
H128 6.10990 3.91025 0.59844  0.088
C65 -3.17236 -5.56072 2.82654  -0.044
C66 2.06516 -2.48321 5.50755  -0.447
H129 -0.55543 2.10342 -1.99196  0.075
H130 0.40539 -3.41533 6.24797  0.056
H131 5.87062 0.84758 -3.26119  0.080
H132 -3.30889 0.76102 -3.98606  0.099
H133 -4.61400 3.55281 -0.50003  0.054
H134 1.05462 -0.66727 6.26731  0.132
H135 -4.87336 -3.25207 -1.74352  0.086
H136 6.93467 5.66852 -2.06811  0.119
H137 1.07600 2.31521 -2.15237  0.035
H138 6.48478 1.82939 -0.42377  0.031
H139 -1.77439 -3.63864 3.96926  0.082
H140 4.00722 -1.87587 5.28050  0.066
H141 -6.53612 0.94840 0.54577  0.063
H142 4.31913 1.01072 2.00230  0.113
H143 5.44073 -4.37202 0.60326  0.078
H144 -2.52618 6.80965 3.02950  0.137
H145 0.54461 4.38958 -1.80021  0.021
H146 -6.23772 2.86370 -0.70257  0.094
H147 -0.48981 -4.23341 -2.82864  0.130
C67 0.25452 -8.88846 2.86466  -0.035
H148 1.15957 -5.84571 4.14387  0.052
H149 -5.61930 2.85902 4.05012  0.097
H150 7.71193 1.16741 -1.58375  0.115
H151 6.05573 1.25300 3.64014  0.080
H152 -3.50118 6.39315 0.85864  0.102
H153 -0.16355 -2.53837 -0.85205  0.091
H154 -5.38782 -0.74147 2.87113  0.142
H155 5.63445 -2.85411 -2.34898  0.086
H156 7.71766 2.03480 -4.03926  0.081
C68 -4.09275 5.92572 4.23249  -0.507
H157 4.85764 2.64695 0.46296  0.046
H158 1.30180 1.75875 0.08342  0.130
N9 5.92700 4.04017 -2.15967  -0.083
C69 -5.66335 6.06634 4.32481  -0.004
H159 3.00940 -5.35416 -0.07711  0.087
H160 -0.61304 2.96731 0.94426  0.083
O12 0.65214 5.26575 -2.20873  -0.100
H161 -1.97875 2.63440 3.69015  0.079
H162 4.52143 -1.18696 -5.60012  0.074
H163 -3.07413 4.06068 -2.48745  0.098
H164 -7.30837 0.08546 1.75291  0.073
C70 2.41022 3.16621 -6.67615  -0.049
C71 5.39687 1.77353 -2.99579  -0.112
C72 3.56792 -2.32604 1.39520  -0.121
H165 3.29955 3.51599 -2.70387  0.118
H166 5.44181 -1.01815 -2.53489  0.064
H167 -4.41117 0.28634 1.78304  0.088
C73 -6.42663 -2.45327 1.09194  -0.012
H168 -0.16601 -4.31599 3.85643  0.042
H169 -1.05257 -4.84321 -5.14008  0.096
H170 7.24100 0.00667 4.11145  0.097
C74 -0.72385 1.92986 0.60567  -0.036
H171 -0.63303 -0.13867 -1.41455  0.132
C75 -1.67060 -5.51918 2.85839  -0.461

Cartesian forces (eV/Å) of the 6 atoms listed first:
-0.2 -0.7 0.2
-0.3 0.1 0.4
0.3 0.2 0.0
0.6 0.0 0.3
-0.1 0.3 -0.1
0.4 0.2 0.2

## Properties
**Kohn-Sham gap**: 8.57 eV
**LUMO**: 0.128 eV
**SMILES string**: CC1(C)CCCC(C)(C)N1O.CC1(C)CCCC(C)(C)N1O.CC1(C)CCCC(C)(C)N1O.CC1(C)CCCC(C)(C)N1O.CC1(C)CCCC(C)(C)N1O.CC1(C)CCCC(C)(C)N1O.COC[C@H](C)N.COC[C@H](C)N.COC[C@H](C)N.CC(C)O.CC(C)O.CC(C)O

(3)
This record from OMol25 describes a 2-piece molecular cluster, C4H12N2 overall at a distorted geometry. The level of theory is ωB97M-V/def2-TZVPD.

Each line ends with the Löwdin charge.
Geometry (Å):
H1 1.21553 -1.67343 1.11559  0.108
C1 -2.32980 0.00228 0.53627  -0.074
H2 3.16089 -1.03522 -0.35800  0.016
H3 3.20438 0.01978 1.06298  0.108
C2 2.64973 -0.27641 0.07436  -0.114
H4 -3.14367 -0.71644 0.45440  0.066
C3 1.28216 -0.88818 0.32911  -0.307
H5 -0.05387 -2.18008 -0.91265  0.068
H6 -0.46140 2.44462 -0.61427  0.081
H7 -0.54275 1.72665 1.16994  0.066
H8 2.62092 0.64319 -0.52513  0.071
N1 -1.69431 0.69643 -0.33637  -0.092
H9 0.43449 -0.75122 -1.63748  0.022
H10 -1.87014 -0.01110 1.53439  0.065
C4 -1.04344 1.89538 0.18302  -0.189
N2 0.71541 -1.47119 -1.01053  -0.016
H11 0.63698 -0.18550 0.79075  0.025
H12 -1.70095 2.74369 0.61115  0.094

Cartesian forces (eV/Å) of the 6 atoms listed first:
0.8 0.0 -0.9
2.3 0.4 0.4
2.2 -1.9 -1.7
-1.1 -0.6 -1.6
-0.7 2.1 3.3
0.3 -0.1 -1.1

## Properties
**Kohn-Sham gap**: 9.64 eV
**LUMO**: 0.698 eV
**Energy above the lowest of the compared OMol25 structures with the same formula, charge and spin**: 2.869 eV
**SMILES string**: C=NC.CCN